(1)
This record from the OMol25 dataset describes a structure of composition CH5ClO4V. The level of theory is ωB97M-V with the def2-TZVPD basis set.

```
! RIJCOSX wB97M-V def2-TZVPD def2/J DEFGRID3
* xyz 2 2
V 0.30 -0.02 -0.10
C 0.60 -0.40 -2.01
H 1.67 -0.44 -1.94
H 0.14 -1.28 -2.42
H 0.31 0.53 -2.47
H -1.57 1.06 -0.96
H -1.86 0.36 -0.80
O 2.27 1.56 2.75
Cl 0.82 1.71 2.38
O 0.30 3.13 2.28
O 1.20 1.40 -0.11
O -0.38 -0.50 1.26
*
```

Output
Energy relative to the best compared isomer or geometry (same formula, charge and spin) ... 23.6 kcal/mol
Lowest unoccupied orbital energy (alpha / beta) ... -13.63 / -14.10 eV
Frontier orbital gap (alpha / beta) ... 8.40 / 7.90 eV
E_tot ... -47485.2499 eV

Löwdin atomic charge list, values in e, 2 entries: atom 1 (V): 0.956, atom 2 (C): 0.070

***

(2)
This record from the OMol25 dataset describes a structure of composition C28H35N4O3RhSSi2. The level of theory is ωB97M-V with the def2-TZVPD basis set.

```
! RIJCOSX wB97M-V def2-TZVPD def2/J DEFGRID3
* xyz 0 1
Rh -0.45 0.70 0.19
C -3.00 3.37 1.31
Si -1.41 2.36 1.61
C -0.28 3.67 2.37
C -1.98 1.22 3.07
C -2.56 1.78 4.22
C -2.99 1.00 5.28
C -2.86 -0.38 5.21
C -2.30 -0.95 4.08
C -1.86 -0.18 3.00
Si -1.10 -1.07 1.50
C 0.30 -2.16 2.09
C -2.38 -2.21 0.76
H -3.05 4.16 2.06
H -3.90 2.77 1.41
H -3.03 3.86 0.33
H -0.65 3.92 3.37
H -0.31 4.59 1.77
H 0.76 3.37 2.45
H -2.67 2.86 4.29
H -3.43 1.47 6.15
H -3.20 -1.01 6.03
H -2.21 -2.04 4.04
H -0.10 -2.91 2.78
H 1.09 -1.60 2.59
H 0.75 -2.68 1.24
H -2.64 -2.98 1.49
H -1.97 -2.72 -0.12
H -3.29 -1.70 0.46
C 5.10 -0.62 -6.14
C 4.27 -0.85 -4.90
C 4.06 -2.13 -4.40
C 3.29 -2.34 -3.26
C 2.73 -1.25 -2.62
C 2.92 0.04 -3.10
C 3.69 0.23 -4.23
S 1.75 -1.50 -1.15
O 2.51 -0.94 -0.07
O 1.43 -2.90 -1.10
N 0.44 -0.58 -1.37
C -0.53 -1.00 -2.27
C -0.35 -1.87 -3.33
C -1.40 -2.20 -4.20
C -2.65 -1.68 -4.03
C -2.89 -0.80 -2.95
C -4.17 -0.28 -2.68
C -4.36 0.51 -1.59
C -3.26 0.81 -0.76
N -2.04 0.38 -1.01
C -1.83 -0.45 -2.09
H 5.41 -1.56 -6.58
H 5.99 -0.04 -5.90
H 4.53 -0.06 -6.88
H 4.51 -2.98 -4.91
H 3.12 -3.33 -2.88
H 2.46 0.87 -2.58
H 3.84 1.23 -4.62
H 0.62 -2.32 -3.49
H -1.21 -2.89 -5.01
H -3.47 -1.95 -4.69
H -5.00 -0.52 -3.33
H -5.33 0.92 -1.33
H -3.39 1.41 0.12
C 4.01 1.64 3.56
N 3.22 1.27 2.41
C 1.87 1.07 2.40
N 1.25 0.91 3.58
O 1.30 1.03 1.30
H 5.06 1.53 3.31
H 3.81 0.98 4.40
H 3.83 2.67 3.88
H 3.60 1.40 1.48
H 1.74 0.87 4.44
H 0.25 0.73 3.57
*
```

Output
Energy relative to the best compared isomer or geometry (same formula, charge and spin) ... 0.0 kcal/mol
Lowest unoccupied orbital energy ... -0.15 eV
Frontier orbital gap ... 7.44 eV
E_tot ... -71309.3816 eV

Löwdin atomic charge list, values in e, 2 entries: atom 1 (Rh): 0.692, atom 2 (C): -0.237

***

(3)
This record from the OMol25 dataset describes a cluster of 11 separate species, C28H81N3O19 in total. The level of theory is ωB97M-V with the def2-TZVPD basis set.

```
! RIJCOSX wB97M-V def2-TZVPD def2/J DEFGRID3
* xyz 0 1
C 19.49 -10.52 -0.73
C 18.74 -11.08 0.46
C 18.93 -12.57 0.52
O 18.25 -13.13 -0.62
C 16.82 -13.32 -0.41
N 19.25 -10.42 1.62
H 19.15 -10.93 -1.68
H 20.55 -10.73 -0.64
H 19.25 -9.47 -0.88
H 17.70 -10.88 0.19
H 18.52 -12.99 1.44
H 20.00 -12.73 0.48
H 16.28 -12.62 -1.04
H 16.59 -13.34 0.65
H 16.68 -14.33 -0.82
H 20.15 -10.08 1.29
H 18.80 -9.56 1.91
C 19.02 -6.35 5.57
C 18.17 -6.50 4.31
C 17.26 -7.70 4.35
O 16.88 -8.01 3.06
C 16.17 -9.18 2.87
N 17.60 -5.12 4.10
H 18.37 -6.22 6.44
H 19.72 -5.51 5.48
H 19.63 -7.24 5.71
H 18.88 -6.72 3.51
H 16.44 -7.45 5.02
H 17.82 -8.48 4.87
H 16.51 -10.11 3.33
H 16.21 -9.39 1.80
H 15.09 -9.04 2.99
H 16.91 -5.09 3.36
H 18.35 -4.60 3.67
C 11.37 -10.65 -6.53
C 12.90 -10.36 -6.57
C 13.18 -9.12 -7.31
O 14.55 -9.07 -7.46
C 14.98 -7.70 -7.49
N 13.43 -10.32 -5.19
H 10.74 -9.96 -5.96
H 11.18 -11.66 -6.18
H 11.00 -10.62 -7.56
H 13.35 -11.21 -7.08
H 12.56 -8.40 -6.76
H 12.78 -9.05 -8.32
H 14.76 -7.42 -8.52
H 16.05 -7.59 -7.31
H 14.55 -6.99 -6.78
H 13.60 -11.26 -4.85
H 14.29 -9.79 -5.07
C 13.21 -13.71 -3.32
C 12.55 -14.26 -4.55
O 13.37 -15.21 -5.12
O 14.27 -12.82 -3.70
H 13.72 -14.51 -2.78
H 12.43 -13.18 -2.77
H 12.36 -13.51 -5.32
H 11.68 -14.84 -4.25
H 13.34 -15.96 -4.52
H 15.00 -13.33 -4.06
C 18.44 -3.80 -3.55
C 18.32 -5.29 -3.34
O 19.19 -5.80 -4.31
O 19.66 -3.30 -3.28
H 17.84 -3.32 -2.78
H 18.09 -3.44 -4.52
H 17.30 -5.53 -3.64
H 18.70 -5.72 -2.42
H 18.65 -6.42 -4.80
H 20.24 -3.93 -3.71
C 12.90 -3.79 -3.11
C 14.42 -3.66 -3.45
O 15.10 -2.55 -2.88
O 12.06 -2.98 -3.93
H 12.61 -3.96 -2.07
H 12.76 -4.81 -3.47
H 14.52 -3.51 -4.52
H 14.96 -4.57 -3.19
H 14.55 -1.77 -3.00
H 11.29 -3.50 -4.18
C 18.88 -8.72 -5.67
C 19.71 -8.10 -6.81
O 20.72 -8.98 -7.26
O 17.79 -7.89 -5.34
H 19.43 -8.77 -4.73
H 18.42 -9.69 -5.87
H 20.01 -7.10 -6.49
H 19.02 -7.85 -7.62
H 20.43 -9.25 -8.14
H 17.29 -8.36 -4.67
C 14.79 -6.42 1.34
C 14.09 -5.53 0.33
O 14.86 -5.37 -0.84
O 16.10 -5.94 1.63
H 14.89 -7.43 0.96
H 14.03 -6.38 2.12
H 13.81 -4.54 0.69
H 13.18 -6.03 0.00
H 15.60 -4.80 -0.61
H 16.31 -6.60 2.29
C 19.63 -12.93 -6.07
C 18.07 -12.66 -5.91
O 17.76 -12.05 -4.65
O 20.03 -13.94 -5.29
H 20.08 -11.94 -5.98
H 19.97 -13.20 -7.06
H 17.50 -13.58 -6.05
H 17.58 -11.91 -6.53
H 18.37 -12.51 -4.07
H 20.93 -14.24 -5.45
C 15.90 -9.68 -2.58
C 15.82 -8.39 -1.77
O 14.75 -7.57 -2.30
O 16.58 -9.57 -3.78
H 14.94 -10.14 -2.78
H 16.45 -10.29 -1.86
H 16.75 -7.83 -1.77
H 15.61 -8.57 -0.72
H 14.72 -6.74 -1.81
H 16.84 -10.44 -4.11
C 10.00 -8.78 -2.65
C 10.87 -7.67 -2.16
O 11.92 -7.37 -3.04
O 10.77 -9.97 -2.85
H 9.53 -8.47 -3.58
H 9.21 -8.95 -1.92
H 11.24 -8.13 -1.24
H 10.24 -6.79 -2.01
H 12.74 -7.84 -2.85
H 11.52 -9.64 -3.35
*
```

Output
Energy relative to the best compared isomer or geometry (same formula, charge and spin) ... 98.6 kcal/mol
Lowest unoccupied orbital energy ... 0.35 eV
Frontier orbital gap ... 9.08 eV
E_tot ... -73713.8638 eV
SMILES string ... COC[C@H](C)N.COC[C@H](C)N.COC[C@H](C)N.OCCO.OCCO.OCCO.OCCO.OCCO.OCCO.OCCO.OCCO

Löwdin atomic charge list, values in e, 2 entries: atom 1 (C): -0.067, atom 2 (C): -0.481

***

(4)
This record from the OMol25 dataset describes a cluster of 18 separate species, C58H146N14O18 in total. The level of theory is ωB97M-V with the def2-TZVPD basis set.

```
! RIJCOSX wB97M-V def2-TZVPD def2/J DEFGRID3
* xyz 0 1
C 11.45 10.62 30.12
O 11.30 11.28 29.12
N 10.55 10.09 30.78
N 12.66 10.65 30.62
H 10.82 9.51 31.56
H 9.59 10.15 30.50
H 12.84 10.03 31.41
H 13.37 11.14 30.11
C 13.13 8.48 34.00
O 12.90 8.31 32.84
N 14.37 8.82 34.39
N 12.27 8.39 34.96
H 15.05 8.65 33.66
H 14.57 8.69 35.37
H 11.41 7.89 34.79
H 12.72 8.66 35.82
C 7.70 10.70 28.81
O 8.05 10.04 29.75
N 6.53 11.06 28.47
N 8.63 11.40 28.13
H 5.68 10.59 28.76
H 6.45 11.79 27.79
H 9.59 11.38 28.43
H 8.28 11.85 27.29
C 16.59 9.47 26.09
O 17.54 9.27 25.39
N 16.51 8.98 27.34
N 15.51 9.98 25.70
H 17.40 8.64 27.70
H 15.79 9.19 28.01
H 15.61 10.54 24.86
H 14.72 10.05 26.32
C 20.48 10.93 32.95
C 19.13 11.68 32.55
C 19.34 12.39 31.24
C 18.10 12.74 30.40
C 17.10 11.57 30.35
C 16.78 10.89 31.74
N 18.11 10.62 32.28
O 17.96 9.79 33.39
C 15.87 11.65 32.68
C 16.01 9.63 31.29
C 18.81 12.58 33.74
H 21.37 11.56 32.94
H 20.67 10.06 32.32
H 20.49 10.53 33.97
H 19.87 13.30 31.52
H 19.90 11.67 30.65
H 18.32 13.10 29.40
H 17.48 13.48 30.90
H 17.48 10.83 29.65
H 16.23 11.96 29.82
H 14.94 11.77 32.11
H 15.53 11.14 33.58
H 16.17 12.69 32.78
H 15.70 9.00 32.13
H 15.11 9.95 30.75
H 16.69 9.04 30.68
H 18.02 13.23 33.37
H 19.67 13.19 34.03
H 18.58 12.02 34.64
H 18.55 9.08 33.11
C 3.96 18.98 28.63
C 4.47 17.83 27.72
C 5.60 18.35 26.85
C 6.38 17.27 26.17
C 6.81 16.33 27.28
C 5.69 15.59 27.98
N 4.85 16.63 28.58
O 3.79 16.12 29.31
C 5.10 14.51 27.04
C 6.30 14.70 29.17
C 3.31 17.34 26.78
H 3.89 19.88 28.03
H 4.43 18.89 29.61
H 2.90 18.87 28.88
H 5.26 19.11 26.15
H 6.29 18.86 27.52
H 7.26 17.71 25.70
H 5.76 16.97 25.34
H 7.26 16.98 28.03
H 7.61 15.66 26.94
H 5.14 14.64 25.95
H 5.65 13.56 27.05
H 4.07 14.29 27.31
H 5.62 14.21 29.86
H 7.03 13.99 28.77
H 6.83 15.35 29.87
H 3.41 16.58 26.01
H 3.09 18.23 26.20
H 2.42 17.13 27.36
H 3.79 16.69 30.09
C 11.84 11.69 35.35
C 11.17 12.92 34.76
C 12.07 13.30 33.59
C 11.58 14.32 32.51
C 10.14 13.80 32.11
C 9.11 13.38 33.21
N 9.83 12.62 34.26
O 8.98 12.15 35.27
C 8.63 14.75 33.87
C 8.06 12.56 32.45
C 11.17 14.17 35.70
H 11.45 10.73 35.02
H 11.80 11.51 36.43
H 12.91 11.79 35.17
H 13.03 13.58 34.02
H 12.33 12.42 32.99
H 12.36 14.43 31.75
H 11.65 15.32 32.93
H 10.21 13.10 31.27
H 9.80 14.77 31.75
H 7.90 14.58 34.66
H 9.31 15.40 34.42
H 8.01 15.26 33.12
H 7.73 13.04 31.52
H 8.48 11.62 32.09
H 7.36 12.33 33.25
H 11.53 15.05 35.16
H 11.93 14.08 36.47
H 10.19 14.35 36.14
H 9.24 11.24 35.45
C 14.13 14.59 26.04
C 13.77 14.09 27.51
C 14.47 15.03 28.53
C 13.68 16.37 28.68
C 12.21 16.17 29.00
C 11.46 15.24 28.09
N 12.31 14.03 27.81
O 11.64 13.02 27.17
C 10.07 14.82 28.75
C 11.09 15.94 26.82
C 14.32 12.68 27.69
H 15.10 14.29 25.65
H 13.93 15.67 26.02
H 13.39 14.25 25.32
H 14.44 14.61 29.53
H 15.44 15.42 28.21
H 13.70 16.92 27.73
H 14.10 17.06 29.41
H 11.84 17.19 29.13
H 12.12 15.72 29.99
H 10.32 14.14 29.56
H 9.48 15.61 29.21
H 9.51 14.18 28.07
H 11.90 16.37 26.23
H 10.70 15.22 26.10
H 10.33 16.70 27.00
H 14.28 12.06 26.80
H 13.84 12.12 28.50
H 15.34 12.80 28.06
H 11.71 12.36 27.87
C 10.19 12.00 21.74
C 9.78 11.83 23.26
C 10.12 13.25 23.97
C 9.15 14.28 23.48
C 7.64 13.89 23.76
C 7.28 12.49 23.12
N 8.36 11.53 23.30
O 7.92 10.29 22.84
C 5.98 11.92 23.91
C 6.87 12.84 21.67
C 10.50 10.73 24.01
H 11.20 12.41 21.76
H 9.63 12.79 21.24
H 9.92 11.07 21.23
H 10.01 13.11 25.04
H 11.11 13.57 23.65
H 9.29 14.42 22.41
H 9.35 15.27 23.88
H 7.02 14.72 23.41
H 7.39 13.76 24.81
H 5.40 11.36 23.18
H 6.28 11.41 24.82
H 5.32 12.63 24.40
H 5.85 13.21 21.70
H 7.47 13.58 21.14
H 6.90 11.98 21.01
H 10.57 9.87 23.34
H 9.99 10.31 24.87
H 11.53 11.02 24.23
H 7.92 10.36 21.89
C 13.48 4.63 25.86
C 12.02 4.45 26.47
C 12.08 3.44 27.63
C 10.89 3.53 28.53
C 10.68 4.92 28.98
C 10.52 5.98 27.87
N 11.68 5.86 27.00
O 11.82 6.91 26.04
C 9.22 5.86 27.12
C 10.77 7.33 28.58
C 11.06 3.89 25.44
H 13.91 3.76 25.36
H 14.14 5.05 26.61
H 13.60 5.37 25.07
H 12.24 2.39 27.38
H 13.06 3.53 28.11
H 11.16 2.93 29.40
H 9.93 3.21 28.12
H 11.29 5.09 29.87
H 9.74 4.72 29.48
H 8.53 5.02 27.26
H 8.51 6.59 27.50
H 9.29 6.13 26.07
H 9.89 7.54 29.19
H 11.70 7.20 29.14
H 10.73 8.23 27.97
H 11.16 2.81 25.31
H 11.34 4.46 24.55
H 9.99 4.02 25.62
H 10.98 6.85 25.57
O 5.18 7.16 28.74
H 5.19 6.36 28.21
H 6.02 7.58 28.57
O 13.96 8.44 27.89
H 14.37 7.89 27.22
H 13.04 8.49 27.64
O 5.42 8.89 31.33
H 5.44 8.55 30.43
H 5.97 8.29 31.82
O 10.55 6.42 33.41
H 10.25 5.87 34.13
H 11.15 5.86 32.91
O 12.54 4.30 32.10
H 12.60 5.19 31.75
H 13.44 4.05 32.30
O 13.68 6.62 31.24
H 13.22 7.17 31.88
H 13.37 6.94 30.39
O 7.47 6.50 33.76
H 8.38 6.60 34.04
H 7.35 7.16 33.08
O 8.21 8.23 31.89
H 9.00 7.78 31.59
H 8.17 9.02 31.35
*
```

Output
Lowest unoccupied orbital energy ... 0.04 eV
Frontier orbital gap ... 7.73 eV
E_tot ... -120221.6409 eV

Löwdin atomic charge list, values in e, 2 entries: atom 1 (C): -0.773, atom 2 (O): 0.000

***

(5)
This record from the OMol25 dataset describes the molecule C4H4O4S. The level of theory is ωB97M-V with the def2-TZVPD basis set.

```
! RIJCOSX wB97M-V def2-TZVPD def2/J DEFGRID3
* xyz 0 1
C 1.08 -1.45 -0.99
C 0.73 1.40 -1.32
C 0.44 -0.70 0.09
C -0.21 0.60 -0.57
O 1.18 -2.60 -1.24
O 0.68 2.55 -1.64
O 3.27 0.37 -1.71
O 1.65 0.06 -3.51
S 1.94 0.11 -2.11
H -0.41 -1.08 0.79
H 1.19 -0.14 0.71
H -0.93 1.05 0.27
H -0.88 0.15 -1.39
*
```

Output
Energy relative to the best compared isomer or geometry (same formula, charge and spin) ... 17.0 kcal/mol
Lowest unoccupied orbital energy ... -0.43 eV
Frontier orbital gap ... 9.08 eV
E_tot ... -23234.9101 eV
SMILES string ... O=C1CCC(=O)S1(=O)=O

natural (NBO) atomic charge list, values in e, 2 entries: atom 1 (C): 0.463, atom 2 (C): 0.364